Entry 1:
This record from the OMol25 dataset describes C19H35MgN6OS2 as an isolated structure. The level of theory is ωB97M-V with the def2-TZVPD basis set.

ORCA input file:
```
! wB97M-V def2-TZVPD RIJCOSX def2/J DEFGRID3
* xyz 1 1
Mg 0.118 -0.217 -0.154
C 0.744 -2.675 4.859
C -0.169 -3.628 4.106
N 0.083 -3.593 2.659
C 1.005 -4.607 2.140
C 0.283 -5.888 1.756
C -0.522 -2.697 1.892
S -0.278 -2.712 0.167
N -1.420 -1.896 2.493
C -1.578 -0.627 2.219
O -0.769 0.102 1.556
C -2.820 0.019 2.742
C -3.022 1.382 2.554
C -4.195 1.984 2.985
C -5.178 1.223 3.601
C -4.983 -0.140 3.793
C -3.807 -0.739 3.371
H 0.564 -2.751 5.932
H 0.554 -1.646 4.552
H 1.794 -2.906 4.677
H -1.212 -3.375 4.275
H -0.010 -4.658 4.427
H 1.737 -4.794 2.927
H 1.532 -4.190 1.286
H -0.262 -6.303 2.604
H 1.001 -6.636 1.419
H -0.423 -5.699 0.947
H -2.249 1.963 2.071
H -4.340 3.048 2.847
H -6.093 1.691 3.940
H -5.745 -0.732 4.282
H -3.640 -1.797 3.524
C 1.757 1.893 1.165
N 0.990 1.799 -0.089
C 0.018 2.902 -0.126
C 1.869 1.876 -1.268
C 2.780 0.665 -1.349
N 2.010 -0.597 -1.287
C 1.542 -0.964 -2.640
C 2.887 -1.674 -0.795
H 2.369 2.802 1.184
H 2.412 1.031 1.289
H 1.061 1.908 2.000
H 0.526 3.870 -0.051
H -0.670 2.796 0.710
H -0.548 2.860 -1.054
H 2.473 2.791 -1.246
H 1.227 1.933 -2.151
H 3.484 0.673 -0.517
H 3.377 0.706 -2.267
H 2.393 -1.201 -3.287
H 0.981 -0.146 -3.087
H 0.889 -1.834 -2.579
H 3.787 -1.749 -1.416
H 2.352 -2.620 -0.822
H 3.184 -1.471 0.235
N -3.990 0.916 -0.890
C -3.039 -0.015 -0.950
N -3.214 -1.148 -0.287
S -1.646 0.267 -1.914
H -4.845 0.779 -0.376
H -3.870 1.762 -1.418
H -3.970 -1.256 0.373
H -2.457 -1.829 -0.269
*
```

The molecular weight comes out at 452.0 g/mol. For the electronic energy, the calculation gives -2145.2460 a.u. The value obtained for the gap between HOMO and LUMO is 9.1 eV.

Atomic partial charges in e from the Mulliken method, atoms 1 to 4: 1.7708 -1.0360 -0.6355 0.1827

***

Entry 2:
This record from the OMol25 dataset describes an isolated ion of composition C2H5N2 and charge +1 at a distorted geometry. The level of theory is ωB97M-V with the def2-TZVPD basis set.

ORCA input file:
```
! wB97M-V def2-TZVPD RIJCOSX def2/J DEFGRID3
* xyz 1 1
C -0.860 -0.872 -0.016
C -0.277 0.472 0.119
N 1.666 -0.667 0.110
N 1.160 0.370 -0.094
H -1.946 -0.906 0.096
H -0.758 1.242 -0.509
H -0.357 -1.702 -0.469
H -0.364 0.880 1.143
H 1.737 1.183 -0.379
*
```

The molecular weight comes out at 57.1 g/mol. For the electronic energy, the calculation gives -188.2594 a.u. The value obtained for the gap between HOMO and LUMO (spin up / spin down) is 6.4 / 11.1 eV.

Atomic partial charges in e from the Mulliken method, atoms 1 to 4: -0.6659 -0.1237 -0.3045 0.4381

***

Entry 3:
This record from the OMol25 dataset describes C4H12N2O as an isolated structure at a distorted geometry. The level of theory is ωB97M-V with the def2-TZVPD basis set.

ORCA input file:
```
! wB97M-V def2-TZVPD RIJCOSX def2/J DEFGRID3
* xyz 0 1
C -0.737 1.148 0.063
C 1.337 -1.754 -0.346
C -1.668 -0.036 0.185
C -0.279 1.490 -1.334
N 1.439 -0.448 0.249
N 1.330 -0.438 1.527
O 1.029 0.715 2.038
H 0.168 1.117 1.125
H 0.823 -1.238 1.971
H -1.188 2.029 0.533
H 0.743 -2.461 0.254
H 0.874 -1.641 -1.326
H 2.340 -2.160 -0.510
H 0.426 2.323 -1.322
H -1.322 -0.879 -0.413
H -2.689 0.207 -0.130
H -1.716 -0.387 1.224
H -1.124 1.770 -1.975
H 0.213 0.643 -1.813
*
```

The molecular weight comes out at 104.2 g/mol. For the electronic energy, the calculation gives -344.1694 a.u. The value obtained for the gap between HOMO and LUMO (spin up / spin down) is 7.9 / 7.9 eV.

Atomic partial charges in e from the Mulliken method, atoms 1 to 4: 0.0255 -0.8531 -1.0334 -1.0787

***

Entry 4:
This record from the OMol25 dataset describes C43H58N10O6PTi as an isolated structure. The level of theory is ωB97M-V with the def2-TZVPD basis set.

ORCA input file:
```
! wB97M-V def2-TZVPD RIJCOSX def2/J DEFGRID3
* xyz 3 1
Ti -1.235 1.127 0.152
C -1.635 2.756 1.783
C -2.872 2.142 1.522
C -2.769 0.786 1.886
C -1.472 0.567 2.423
C -0.782 1.785 2.368
H -1.380 3.784 1.575
H -3.735 2.617 1.082
H -3.554 0.050 1.789
H -1.072 -0.360 2.807
H 0.219 1.948 2.727
N -0.187 -1.890 -4.486
C -0.515 -0.684 -3.600
C -1.820 -0.904 -2.835
C -1.700 -1.701 -1.516
N -2.121 -0.878 -0.333
C -0.289 -2.215 -1.281
C 0.742 -1.105 -1.375
N 0.552 -0.186 -0.207
C 0.679 -0.335 -2.710
H -0.961 -2.098 -5.124
H 0.003 -2.737 -3.948
H 0.639 -1.700 -5.061
H -0.666 0.110 -4.330
H -2.575 -1.350 -3.487
H -2.193 0.094 -2.620
H -2.377 -2.555 -1.559
H -2.051 -1.483 0.487
H -3.111 -0.638 -0.456
H -0.054 -3.020 -1.984
H -0.217 -2.684 -0.299
H 1.738 -1.540 -1.267
H 1.382 0.404 -0.171
H 0.606 -0.797 0.635
H 1.615 -0.467 -3.260
H 0.622 0.740 -2.519
C 3.256 -2.476 1.595
C 2.288 -3.551 2.107
C 2.109 -4.596 1.002
C 2.913 -4.201 3.343
P 0.653 -2.668 2.412
C 1.034 -1.657 3.889
C 0.909 -2.043 5.224
C 1.290 -1.189 6.249
C 1.824 0.060 5.966
C 1.972 0.458 4.645
C 1.568 -0.392 3.627
C -0.705 -3.884 2.880
C -1.817 -3.077 3.567
C -0.315 -5.075 3.761
C -1.308 -4.438 1.578
H 4.202 -2.952 1.323
H 3.475 -1.726 2.357
H 2.868 -1.968 0.704
H 3.088 -4.990 0.717
H 1.653 -4.167 0.102
H 1.505 -5.442 1.324
H 3.904 -4.582 3.082
H 2.331 -5.042 3.710
H 3.041 -3.485 4.155
H 0.518 -3.016 5.483
H 1.181 -1.509 7.277
H 2.131 0.715 6.771
H 2.410 1.423 4.417
H 1.695 -0.088 2.589
H -1.535 -2.701 4.549
H -2.695 -3.715 3.692
H -2.127 -2.223 2.954
H 0.220 -4.794 4.664
H 0.302 -5.790 3.218
H -1.223 -5.600 4.066
H -1.809 -3.650 1.004
H -2.069 -5.181 1.825
H -0.574 -4.923 0.937
O -4.355 0.702 -1.223
C -3.736 1.722 -1.400
O -2.400 1.753 -1.132
C -4.295 2.983 -1.916
C -3.567 4.164 -1.842
C -4.129 5.325 -2.325
C -5.396 5.366 -2.874
C -6.093 4.171 -2.928
C -5.580 2.981 -2.458
N -7.457 4.167 -3.522
O -8.001 3.090 -3.609
O -7.887 5.230 -3.891
N -3.320 6.565 -2.251
O -3.843 7.587 -2.606
O -2.198 6.452 -1.789
H -2.579 4.213 -1.410
H -5.827 6.285 -3.248
H -6.173 2.079 -2.520
C 2.235 2.557 0.950
C 1.490 2.883 -0.298
N 0.215 2.594 -0.574
C -0.056 3.187 -1.810
C 1.048 3.818 -2.254
N 2.019 3.612 -1.300
C 3.447 3.827 -1.595
N 3.879 2.839 -2.540
N 3.592 3.082 -3.857
N 3.699 2.011 -4.524
C 4.026 0.981 -3.658
C 4.280 -0.366 -3.923
C 4.562 -1.176 -2.844
C 4.623 -0.653 -1.536
C 4.411 0.686 -1.269
C 4.105 1.498 -2.366
H 1.881 1.632 1.396
H 2.108 3.357 1.683
H 3.300 2.446 0.770
H -1.025 3.131 -2.268
H 1.241 4.381 -3.152
H 4.029 3.778 -0.680
H 3.568 4.808 -2.045
H 4.292 -0.735 -4.941
H 4.798 -2.221 -2.999
H 4.896 -1.312 -0.723
H 4.553 1.074 -0.270
*
```

The molecular weight comes out at 889.8 g/mol. For the electronic energy, the calculation gives -3862.2294 a.u. The value obtained for the gap between HOMO and LUMO is 6.3 eV.

Atomic partial charges in e from the Mulliken method, atoms 1 to 4: -0.2619 -0.5830 -0.9858 -0.8770